The following is a quantum chemistry calculation of C9H16NOP in the gas phase, from the OMol25 dataset.

Each atom is followed by the atoms it is bonded to, with distances in Å.
CARTESIAN COORDINATES (ANGSTROEM)
1 H 0.4933 3.7912 0.8160  C7 1.133
2 H -2.3024 0.6208 1.0941  C27 1.105
3 C -1.9591 0.9463 -0.9468  H26 1.054, C27 1.343, C28 1.453
4 H -0.5722 0.5568 -2.4364  C28 1.202
5 C 0.7016 0.9913 1.2225  C8 1.343, C17 1.404, H21 1.067
6 H 0.7779 -4.4758 -2.2401  N12 0.989
7 C -0.4168 3.1239 0.7159  H1 1.133, C8 1.444, H9 1.078, H18 1.079
8 C -0.3526 1.6825 0.7605  C5 1.343, C7 1.444, C27 1.471
9 H -0.7778 3.5332 -0.2138  C7 1.078
10 H 1.8008 -1.9506 2.3472  C19 1.031
11 H 1.8794 -0.3450 3.0082  C19 1.118
12 N 1.1710 -3.5754 -2.3513  H6 0.989, O20 1.428, H22 1.031
13 H 2.9104 -0.8792 1.5099  C19 1.143
14 H -0.4284 2.3095 -1.5550  C28 1.144
15 H -1.6149 2.1251 -2.8052  C28 1.119
16 C 0.0472 -1.1920 0.5240  C17 1.322, P23 1.806, H24 1.149
17 C 0.7701 -0.4090 1.3068  C5 1.404, C16 1.322, C19 1.493
18 H -1.2116 3.4002 1.3915  C7 1.079
19 C 1.9222 -0.9631 2.0779  H10 1.031, H11 1.118, H13 1.143, C17 1.493
20 O 0.5279 -2.5901 -1.5418  N12 1.428, P23 1.776
21 H 1.5279 1.4328 1.7339  C5 1.067
22 H 2.1540 -3.7797 -2.1165  N12 1.031
23 P 0.4106 -2.9309 0.1968  C16 1.806, O20 1.776, H25 1.472
24 H -0.9412 -0.9353 -0.0036  C16 1.149
25 H -0.9611 -3.4372 0.3699  P23 1.472
26 H -2.8356 0.4247 -1.2130  C3 1.054
27 C -1.5875 1.0018 0.3427  H2 1.105, C3 1.343, C8 1.471
28 C -1.1330 1.5232 -1.9943  C3 1.453, H4 1.202, H14 1.144, H15 1.119

Its relative energy (zero: lowest compared OMol25 entry of this formula, charge and spin) is 38.8 kcal per mole. The HOMO energy is -0.307 Eh.